ORCA calculation (ωB97M-V/def2-TZVPD) on C33H40CrN2O7S3 as an isolated structure at a distorted geometry.

Results
- Orbital gap (alpha / beta): 0.0975 / 0.2009 Eh
- LUMO level (alpha / beta): 4.2 / 4.2 eV
- Energy above the lowest of the compared OMol25 structures with the same formula, charge and spin: 173.1 kJ/mol
- Spin multiplicity: 5
- Total charge: -2

Each line ends with the Löwdin charge.
Cartesian coordinates (Å):
C  -0.761  -3.397  1.669  -0.282
H  1.388  -2.689  -2.895  0.077
N  -2.153  -0.122  1.281  -0.093
H  4.129  -0.114  0.301  0.084
C  -1.749  -4.897  -0.091  -0.126
H  4.904  1.238  -0.545  0.084
H  4.731  -0.328  -1.358  0.074
C  -2.014  -3.773  0.902  -0.306
C  2.652  2.662  2.122  -0.055
H  -7.611  1.325  1.203  0.102
H  -8.160  3.715  1.101  0.086
C  -6.203  4.362  1.706  -0.120
H  1.525  -0.279  4.329  0.092
Cr  -0.063  0.933  -0.452  0.660
H  -0.390  -2.640  -3.067  0.082
S  0.633  -2.939  0.514  0.949
H  0.713  4.258  -6.130  0.094
O  0.408  1.834  -2.164  -0.127
H  1.254  3.806  -7.773  0.082
H  4.076  -4.069  1.555  0.099
H  4.383  2.742  3.370  0.073
C  3.436  2.248  3.178  -0.164
H  -6.445  5.417  1.661  0.083
C  -1.009  -0.205  3.665  -0.054
H  1.755  -4.144  2.397  0.071
C  3.583  -3.389  -0.435  -0.125
H  -2.802  -4.069  1.603  0.106
C  3.296  -3.480  1.058  -0.320
N  -0.895  0.355  1.285  -0.100
C  3.719  2.193  -4.541  -0.052
C  -7.164  3.405  1.394  -0.125
C  3.860  1.652  -3.281  -0.037
C  2.449  2.555  -5.001  -0.273
H  -2.355  -2.897  0.355  0.072
C  -4.923  3.944  2.058  -0.094
H  3.638  0.860  4.809  0.069
C  4.261  0.368  -0.664  0.003
H  0.414  2.614  -6.747  0.092
C  1.357  2.407  -4.181  0.055
C  1.464  1.881  -2.868  -0.317
O  1.922  0.499  -0.405  -0.046
O  -0.879  -1.823  -1.016  -0.130
H  3.454  -4.358  -0.918  0.069
H  -1.070  -4.537  -0.859  0.049
C  -2.902  0.195  0.268  -1.188
H  -4.158  4.678  2.275  0.099
H  2.987  3.473  1.488  0.096
H  1.816  -5.067  0.873  0.076
C  3.018  1.196  3.983  -0.166
H  -6.121  -0.434  2.046  0.052
H  -0.923  -2.483  2.231  0.065
O  0.711  2.472  0.825  -0.137
C  0.537  -2.084  -3.227  -0.072
H  -0.603  -1.180  3.949  0.059
C  1.425  2.037  1.795  -0.401
C  2.882  0.793  -1.154  -0.306
H  -2.679  -5.207  -0.564  0.064
C  1.122  3.451  -6.749  -0.123
O  1.079  -1.623  0.944  -0.467
H  -3.620  2.289  2.400  0.115
C  -0.288  0.352  2.457  -0.297
O  2.388  3.058  -6.300  -0.103
H  -0.443  -4.203  2.330  0.074
H  -4.467  -0.026  2.625  0.053
C  -5.257  0.213  1.922  -0.364
C  -5.589  1.628  1.858  -0.309
H  0.355  2.660  -4.487  0.112
H  4.601  -3.044  -0.615  0.063
H  -2.062  -0.328  3.411  0.047
S  -2.380  1.234  -1.018  0.608
H  4.852  1.367  -2.956  0.100
C  2.764  1.451  -2.418  -0.089
H  -1.304  -5.762  0.402  0.063
C  1.820  0.563  3.711  -0.076
O  0.492  -0.869  -2.495  -0.114
H  3.301  -2.473  1.483  0.097
H  2.894  -2.676  -0.880  0.046
H  4.569  2.327  -5.196  0.097
C  1.930  -4.082  1.326  -0.315
C  -6.861  2.064  1.457  -0.067
S  -4.509  -0.458  0.229  0.783
C  -0.266  -0.818  -1.364  -0.514
H  -0.906  0.467  4.518  0.072
C  -4.618  2.606  2.132  -0.035
C  1.001  0.951  2.644  -0.138
H  0.652  -1.828  -4.282  0.081